6 unconnected molecules or ions with the total composition C26H56BrN2O17P2 in a non-equilibrium geometry, computed with ωB97M-V/def2-TZVPD.

```
104
Properties=species:S:1:pos:R:3:forces:R:3:mulliken_charge:R:1
C 2.662 -0.379 1.054 -0.4 0.0 -0.1 -2.04
C 1.527 -0.069 0.123 0.5 0.1 -0.1 -0.10
C 1.607 1.351 -0.390 -0.6 -0.9 -0.2 0.99
C 2.364 1.359 -1.671 0.1 0.3 -0.1 -2.43
C 0.263 2.059 -0.501 0.4 1.5 0.8 -0.25
C -0.195 2.512 -1.874 -1.1 -0.9 -0.6 -0.82
O -1.513 2.071 -2.062 -0.2 0.1 0.0 -0.60
P -2.321 1.651 -0.616 0.1 0.7 0.2 1.21
C -2.378 3.521 -0.033 0.4 -1.6 -0.9 -1.14
C -3.572 3.851 0.686 -0.8 -0.6 0.0 -0.30
N -3.807 5.001 1.114 -0.7 1.7 0.9 -0.43
C -2.332 -0.166 -1.207 -0.1 0.8 0.9 -2.28
C -3.258 -1.152 -0.585 0.2 0.3 0.0 0.85
C -4.681 -0.992 -0.949 -0.2 0.1 0.1 -1.98
Br -3.079 -1.299 1.366 0.2 0.0 0.4 -0.23
P -4.309 2.035 -1.777 0.5 -0.5 -0.9 0.30
N -4.407 1.453 -3.268 -0.1 -0.2 0.4 -0.83
O -0.774 1.460 0.169 -1.1 -1.1 0.1 -0.56
H 3.529 0.151 0.744 1.1 0.3 -0.3 0.44
H 2.407 -0.039 2.027 -0.1 0.4 1.1 0.58
H 2.847 -1.428 1.114 0.3 -0.8 0.1 0.34
H 1.627 -0.718 -0.722 -0.4 -0.7 -0.7 0.12
H 0.611 -0.240 0.626 -1.0 -0.3 0.2 0.47
H 2.204 1.903 0.292 0.5 0.7 1.0 0.61
H 2.431 2.354 -2.044 0.2 0.9 -0.5 0.44
H 3.364 1.032 -1.512 0.9 -0.5 0.0 0.48
H 1.886 0.754 -2.408 -0.2 -0.6 -0.6 0.58
H 0.420 2.993 0.026 0.3 0.7 0.3 0.03
H 0.348 2.076 -2.688 0.6 -0.1 -0.4 0.60
H -0.143 3.582 -1.942 0.1 0.8 -0.1 0.17
H -3.086 1.362 0.565 0.2 -0.2 0.0 0.12
H -1.582 3.718 0.640 1.2 0.1 0.6 0.30
H -2.296 4.186 -0.854 0.3 0.7 -1.0 0.52
H -4.281 3.059 0.847 -0.5 -0.7 0.2 0.34
H -4.705 5.008 1.603 0.0 0.1 0.0 0.21
H -1.345 -0.518 -1.053 1.2 -0.2 0.1 0.26
H -2.510 -0.182 -2.258 -0.3 0.1 -0.9 0.83
H -2.975 -2.112 -0.924 0.6 -1.2 -0.1 0.64
H -4.712 -0.568 -1.924 -0.2 0.5 -1.0 0.72
H -5.151 -1.938 -1.015 -0.7 -1.0 0.2 0.38
H -5.210 -0.364 -0.271 -0.5 0.4 0.5 0.30
H -5.346 1.484 -0.975 -0.2 0.6 0.2 -0.05
H -4.556 3.419 -1.797 -0.2 0.2 0.4 0.08
H -4.569 2.212 -3.912 0.0 0.0 -0.3 0.25
C -5.341 -3.738 1.843 -0.1 -0.1 -0.1 -0.61
O -6.146 -4.908 2.103 0.0 0.1 0.0 -0.32
C -6.786 -4.901 3.261 0.0 0.1 0.2 0.72
O -6.758 -4.031 4.097 0.0 -0.2 -0.2 -0.55
O -7.486 -6.042 3.361 0.0 0.1 0.0 -0.33
C -8.228 -6.166 4.573 -0.1 -0.1 0.0 -0.63
H -4.891 -3.900 0.871 0.0 -0.1 0.0 0.26
H -5.956 -2.844 1.813 0.0 0.0 0.1 0.35
H -4.562 -3.630 2.587 0.0 0.0 0.1 0.30
H -8.959 -5.365 4.662 0.0 0.1 0.0 0.29
H -7.565 -6.154 5.435 0.0 0.1 0.0 0.29
H -8.737 -7.123 4.515 0.0 0.0 -0.1 0.21
C -1.880 7.418 1.552 0.1 0.1 0.0 -0.65
O -1.477 8.522 2.401 -0.1 0.0 -0.1 -0.33
C -0.347 8.342 3.059 0.2 -0.1 0.0 0.77
O 0.373 7.375 3.019 -0.1 0.2 0.0 -0.55
O -0.115 9.439 3.804 0.0 -0.1 -0.1 -0.33
C 1.085 9.373 4.572 0.0 0.1 0.1 -0.62
H -2.811 7.710 1.088 -0.1 0.1 0.1 0.30
H -1.128 7.241 0.787 0.1 0.0 0.0 0.29
H -2.039 6.522 2.131 0.0 -0.1 0.1 0.31
H 1.953 9.268 3.925 0.0 -0.1 0.0 0.29
H 1.050 8.543 5.274 0.0 -0.1 0.0 0.29
H 1.143 10.311 5.116 -0.1 0.0 0.0 0.21
C 6.802 -0.041 -5.523 -0.1 0.0 -0.1 -0.73
O 6.527 0.164 -4.135 0.0 0.0 0.0 -0.22
C 7.566 -0.010 -3.322 0.1 0.0 -0.1 0.76
O 8.686 -0.314 -3.653 -0.2 0.1 0.1 -0.58
O 7.150 0.206 -2.073 0.1 0.0 0.0 -0.19
C 8.164 0.053 -1.077 0.0 0.0 0.1 -0.76
H 5.864 0.136 -6.038 -0.1 0.0 0.0 0.23
H 7.555 0.661 -5.872 0.1 0.0 0.0 0.32
H 7.134 -1.061 -5.701 0.1 0.0 0.0 0.31
H 8.975 0.758 -1.243 0.1 0.0 -0.1 0.32
H 8.552 -0.964 -1.076 0.1 0.0 -0.1 0.32
H 7.681 0.264 -0.129 -0.1 0.0 0.0 0.23
C 1.682 -4.432 -4.405 -0.1 -0.1 0.0 -0.62
O 2.757 -4.402 -3.462 0.1 0.1 0.0 -0.35
C 3.268 -3.183 -3.254 -0.2 0.1 0.0 0.81
O 2.905 -2.168 -3.793 0.1 -0.2 0.1 -0.56
O 4.236 -3.290 -2.347 0.0 -0.1 0.0 -0.40
C 4.851 -2.047 -1.991 0.0 0.1 0.1 0.00
H 1.373 -5.470 -4.469 0.0 0.0 0.0 0.21
H 0.852 -3.821 -4.060 0.0 0.1 0.0 0.29
H 2.016 -4.085 -5.380 0.0 0.1 0.0 0.29
H 4.119 -1.371 -1.555 -0.1 0.1 -0.1 0.00
H 5.313 -1.585 -2.855 -0.1 0.1 -0.1 0.03
H 5.614 -2.272 -1.252 0.0 -0.2 0.0 0.27
C 3.222 -6.076 2.513 0.1 0.1 0.1 -0.65
O 2.587 -4.810 2.704 0.0 0.0 -0.1 -0.32
C 1.259 -4.840 2.543 -0.2 -0.3 0.4 0.77
O 0.619 -5.825 2.261 0.1 0.2 -0.1 -0.56
O 0.772 -3.637 2.808 0.1 0.0 -0.1 -0.29
C -0.658 -3.551 2.715 -0.1 0.0 0.1 -0.71
H 4.282 -5.904 2.667 0.0 0.1 0.0 0.22
H 2.856 -6.801 3.238 -0.1 0.0 0.0 0.30
H 3.055 -6.445 1.507 -0.1 -0.1 -0.1 0.30
H -1.110 -4.244 3.422 0.0 -0.1 -0.1 0.39
H -0.995 -3.771 1.707 0.0 0.0 -0.1 0.32
H -0.932 -2.537 2.971 0.2 0.1 0.0 0.24
```
Forces are in eV/Å.

Results
E_HOMO, hartree: -0.153
Maximum force, eV/A: 2.0
Net charge: -1
Molar mass, g/mol: 810.58
Calculated total energy, Eh: -5669.575162



A molecular structure, C24H49N4O8S2, computed with ωB97M-V/def2-TZVPD.

```
87
Properties=species:S:1:pos:R:3:forces:R:3:mulliken_charge:R:1
C -1.478 3.115 0.383 -0.3 0.2 -0.1 -1.07
C -1.579 3.478 -1.102 0.0 -0.2 0.3 -0.81
N -1.859 4.911 -1.271 -0.3 -0.6 -0.7 0.51
C -3.212 5.259 -0.784 0.2 0.4 0.2 -0.65
C -3.370 6.504 0.109 -0.3 -0.2 0.0 -0.96
S -2.014 7.133 1.086 -0.4 -0.2 -0.3 0.99
O -1.693 6.059 1.994 0.2 -0.2 0.3 -0.70
O -2.539 8.348 1.665 0.0 0.1 0.2 -0.71
N -0.902 7.379 -0.005 0.2 0.3 0.4 -0.12
S 0.136 8.560 0.184 -0.1 -0.3 -0.3 1.09
O 0.752 8.591 1.478 0.1 0.0 0.3 -0.64
O -0.279 9.797 -0.398 -0.1 0.3 -0.1 -0.68
O 1.261 8.034 -0.854 0.2 0.0 0.0 -0.55
C -1.719 5.306 -2.628 -0.1 0.0 0.2 0.39
C -1.469 6.762 -2.845 -0.1 0.1 -0.3 -0.97
O -1.767 4.508 -3.544 0.4 0.0 0.1 -0.63
H -2.426 2.742 0.773 0.0 0.0 0.0 0.24
H -0.731 2.340 0.557 0.0 0.0 0.0 0.33
H -1.232 4.016 0.946 0.2 -0.1 0.1 0.37
H -0.631 3.253 -1.590 0.0 0.2 -0.1 0.48
H -2.335 2.868 -1.608 0.0 0.0 -0.1 0.50
H -3.602 4.402 -0.241 0.2 -0.1 0.0 0.39
H -3.878 5.391 -1.643 -0.1 0.0 0.0 0.27
H -4.074 6.247 0.902 -0.2 0.1 0.0 0.47
H -3.789 7.347 -0.438 0.2 0.1 0.0 0.40
H 1.615 7.224 -0.464 0.0 0.0 0.0 0.33
H -1.483 6.962 -3.913 -0.1 0.1 0.0 0.40
H -0.495 7.017 -2.425 -0.1 0.0 0.0 0.14
H -2.192 7.384 -2.318 0.1 0.0 0.0 0.26
C -3.834 -2.367 -1.504 -0.1 0.0 0.1 -1.76
C -3.101 -1.208 -0.784 -0.3 -0.3 -0.4 1.91
C -1.596 -1.152 -1.118 0.2 0.1 0.2 -1.21
C -0.671 -2.066 -0.311 -0.2 0.0 -0.1 -0.09
C -0.995 -2.007 1.179 0.2 0.1 -0.1 -0.86
C -2.468 -2.296 1.461 -0.2 -0.5 0.1 1.94
N -3.293 -1.299 0.699 0.8 0.4 0.0 0.49
O -3.310 -0.153 1.275 -0.4 -0.1 0.1 -0.60
C -2.776 -3.752 1.089 -0.1 0.0 -0.1 -2.18
C -2.787 -2.140 2.942 0.1 0.1 0.1 -1.89
C -3.733 0.086 -1.278 -0.1 0.2 0.0 -1.71
H -4.099 -3.186 -0.845 0.0 0.0 0.0 0.36
H -4.772 -2.005 -1.926 0.0 0.0 0.0 0.48
H -3.234 -2.771 -2.321 0.0 0.0 0.0 0.29
H -1.264 -0.123 -0.952 -0.1 0.0 0.1 0.05
H -1.479 -1.340 -2.187 0.0 0.0 0.0 0.50
H -0.713 -3.096 -0.676 -0.1 0.0 0.0 0.13
H 0.358 -1.745 -0.460 0.0 0.0 0.0 0.32
H -0.384 -2.727 1.729 0.0 0.0 0.0 -0.14
H -0.743 -1.015 1.566 -0.1 0.0 0.0 0.35
H -3.827 -3.990 1.267 0.0 0.0 0.0 0.38
H -2.170 -4.397 1.728 0.0 0.0 0.0 0.43
H -2.534 -4.006 0.062 0.0 0.0 0.0 0.47
H -2.505 -1.158 3.313 0.0 0.0 0.0 0.41
H -2.236 -2.897 3.503 0.0 0.0 0.0 0.40
H -3.853 -2.282 3.124 0.0 0.0 0.0 0.45
H -4.766 0.180 -0.943 0.0 -0.1 0.0 0.50
H -3.730 0.084 -2.370 0.1 0.0 0.0 0.48
H -3.186 0.961 -0.939 0.0 0.0 0.1 0.01
C 4.952 -4.590 -1.590 -0.1 -0.1 0.1 -1.63
C 4.330 -3.440 -0.762 0.2 -0.3 -0.5 1.85
C 5.355 -2.735 0.150 0.0 0.1 0.2 -1.32
C 5.641 -3.390 1.503 0.0 -0.1 -0.1 -0.49
C 4.349 -3.801 2.206 0.1 0.2 0.0 -1.25
C 3.472 -4.686 1.323 0.0 -0.5 0.0 1.89
N 3.175 -3.931 0.059 0.3 0.7 0.5 0.35
O 2.280 -3.031 0.242 -0.2 -0.3 -0.2 -0.41
C 4.178 -6.026 1.080 0.0 0.0 -0.1 -2.17
C 2.147 -5.000 2.007 -0.1 0.1 0.1 -1.88
C 3.807 -2.415 -1.764 0.0 0.1 0.0 -2.13
H 4.671 -5.575 -1.237 0.0 0.0 0.0 0.37
H 4.607 -4.532 -2.622 0.0 0.0 0.0 0.47
H 6.041 -4.532 -1.597 0.0 0.0 0.0 0.29
H 4.981 -1.726 0.347 -0.1 0.0 0.0 0.41
H 6.280 -2.615 -0.416 0.0 0.0 0.0 0.39
H 6.313 -4.245 1.394 -0.1 0.0 0.0 0.29
H 6.172 -2.669 2.127 0.0 0.0 0.0 0.41
H 4.567 -4.341 3.131 0.0 0.0 0.0 0.43
H 3.787 -2.905 2.484 -0.1 0.0 -0.1 0.33
H 3.578 -6.675 0.440 0.0 0.0 0.0 0.40
H 4.300 -6.521 2.044 -0.1 0.0 0.0 0.43
H 5.168 -5.932 0.644 0.0 0.0 0.0 0.48
H 1.623 -4.096 2.305 0.0 0.0 0.0 0.29
H 2.343 -5.598 2.899 0.0 0.0 0.0 0.43
H 1.497 -5.572 1.343 0.0 0.0 0.0 0.46
H 2.976 -2.823 -2.339 0.0 0.0 0.0 0.48
H 4.620 -2.172 -2.452 0.0 0.0 0.0 0.46
H 3.474 -1.498 -1.284 0.0 0.0 0.0 0.40
```
Forces are in eV/Å.

Results
E_HOMO (spin up / spin down), hartree: -0.205 / -0.205
Maximum force, eV/A: 0.9
Net charge: -1
Molar mass, g/mol: 585.81
Calculated total energy, Eh: -2561.127029
Multiplicity: 3
<S²>: 2.008



A molecular structure, C10H23N9O6Sr in a non-equilibrium geometry, computed with ωB97M-V/def2-TZVPD.

```
49
Properties=species:S:1:pos:R:3:forces:R:3:mulliken_charge:R:1
O -0.859 0.055 -2.808 3.6 0.9 1.9 -0.49
H -1.784 -0.864 -3.279 0.0 -1.0 0.1 0.32
Sr 1.309 0.384 -0.616 -2.3 -1.6 0.9 1.97
N 1.493 -1.977 -1.608 -0.1 -0.3 -0.6 0.24
N -0.301 -1.957 0.180 -1.0 -0.9 0.4 0.79
N 0.527 2.914 -0.275 -1.2 1.5 1.5 0.44
N -0.618 1.182 1.194 -1.3 2.4 0.8 0.50
O 2.221 -1.753 -2.627 -0.1 -0.5 0.3 -0.56
O 1.297 3.761 -0.894 0.3 -0.2 -0.6 -0.84
O -1.023 0.328 2.206 -0.4 -1.0 -0.4 -0.57
O -1.266 -1.915 1.044 0.8 -0.3 -0.7 -0.73
C -0.160 -3.154 -0.468 0.7 1.0 -0.1 0.07
C 0.855 -3.170 -1.465 0.0 0.8 0.5 0.13
C -0.442 3.414 0.515 1.6 -0.7 -1.9 0.14
C -1.084 2.431 1.352 1.2 -2.9 -0.6 -0.28
C 1.157 -4.372 -2.283 0.1 -0.2 -0.3 -1.28
H 0.276 -4.687 -2.861 0.2 0.0 0.1 0.31
H 1.442 -5.218 -1.639 -0.1 0.2 -0.1 0.31
H 1.978 -4.159 -2.973 -0.2 0.0 0.1 0.34
C -1.004 -4.352 -0.206 -0.3 -0.2 0.2 -1.33
H -1.518 -4.674 -1.123 0.1 0.1 0.2 0.29
H -1.749 -4.124 0.561 0.2 -0.1 -0.2 0.37
H -0.388 -5.198 0.131 -0.1 0.2 -0.1 0.28
C -0.787 4.860 0.607 0.0 0.3 0.1 -1.29
C -2.111 2.837 2.358 -0.1 -0.2 0.4 -1.49
H -0.191 5.436 -0.104 -0.1 -0.1 0.1 0.35
H -0.600 5.245 1.621 0.0 0.0 -0.2 0.26
H -1.854 5.019 0.395 0.2 0.0 0.0 0.30
H -2.400 1.964 2.953 0.0 0.3 -0.1 0.34
H -3.003 3.245 1.860 0.3 -0.1 0.1 0.41
H -1.725 3.622 3.027 -0.1 -0.2 -0.2 0.32
H 2.302 2.707 -1.382 -0.3 0.3 0.1 0.36
H -1.111 -0.586 1.719 -0.1 0.7 0.7 0.44
C -2.571 -0.214 -3.713 -3.0 1.1 -1.7 -0.98
H -2.205 0.461 -4.483 -0.1 -0.2 -0.1 0.24
H -3.036 0.396 -2.943 0.0 -0.2 0.0 0.25
H -3.334 -0.857 -4.159 0.0 -0.4 0.0 0.36
O 2.720 1.764 -1.547 1.9 1.6 -1.3 -0.78
H -0.184 0.003 -3.510 -0.3 -0.1 -0.1 0.32
H 3.541 1.873 -2.052 -0.4 0.0 0.3 0.21
N 1.196 1.334 3.891 0.3 0.7 0.4 -0.63
N 1.741 0.341 3.140 0.5 -1.4 -0.8 1.11
N 1.983 -0.878 3.646 0.1 0.8 -1.5 -1.02
C 2.486 -1.501 2.559 -0.3 0.7 0.3 -0.17
N 2.549 -0.708 1.476 -0.2 0.7 1.3 -0.32
N 2.092 0.502 1.884 0.0 -1.3 1.1 -0.15
H 0.493 1.852 3.364 0.1 -0.5 0.0 0.32
H 0.839 0.923 4.745 -0.1 0.0 -0.2 0.34
H 2.812 -2.531 2.592 -0.1 0.2 -0.1 0.47
```
Forces are in eV/Å.

Results
ΔE to the lowest compared entry with this formula, charge and spin, kcal per mole: 25.06
E_HOMO (spin up / spin down), hartree: -0.259 / -0.259
Maximum force, eV/A: 4.2
Molar mass, g/mol: 452.97
Calculated total energy, Eh: -1369.463727